The following is a quantum chemistry calculation of a molecular structure, C41H32BrN4O9PPt, from OMol25.

```
89
Properties=species:S:1:pos:R:3:forces:R:3:lowdin_spin:R:1
H -6.026 1.087 0.361 -0.06 0.03 0.06 0.00
H -4.304 4.527 0.601 -0.01 0.04 -0.08 0.00
H 4.227 -0.832 -1.862 -0.02 -0.03 0.00 0.00
C -2.087 -6.864 3.264 -0.03 -0.01 -0.04 0.00
H -7.142 -1.095 0.040 -0.05 0.04 0.02 0.00
C -5.455 0.227 0.037 0.01 0.03 0.03 0.00
C -4.088 0.333 -0.190 0.27 0.37 0.04 0.00
C 0.027 -1.739 -3.839 0.03 0.17 0.50 0.01
C 0.183 -3.525 -5.442 -0.03 -0.27 -0.01 0.00
Br -0.256 -0.174 2.548 -0.07 -0.48 0.17 0.05
H 0.583 -2.909 -1.508 -0.03 0.15 0.18 0.00
H -3.264 0.916 2.633 0.00 -0.11 0.08 0.00
C 5.399 0.685 0.934 0.10 0.05 -0.03 0.00
O 7.946 -1.375 -2.713 0.40 -0.02 -0.08 0.00
C -0.194 -1.179 -2.441 -0.58 -0.10 -0.24 0.01
H -1.298 3.226 -1.718 0.08 -0.02 -0.03 0.00
O 2.438 1.454 0.116 -0.29 0.63 -0.09 0.05
N 6.752 -1.335 -2.519 0.13 -0.20 -0.26 0.00
H -0.081 -3.821 -3.346 -0.04 -0.05 0.04 0.00
H -0.603 -2.433 4.258 -0.01 0.15 0.11 0.00
H -4.988 4.170 4.805 -0.07 0.03 0.04 0.00
C 4.932 -0.455 -1.134 0.25 -0.05 -0.13 0.00
H -2.520 -3.955 1.595 -0.04 0.06 -0.03 0.00
C -3.679 1.914 2.666 0.03 -0.04 0.01 0.00
P -3.092 1.852 -0.002 -0.77 0.07 0.02 0.01
C -6.079 -0.999 -0.137 -0.17 0.03 0.02 0.00
H -5.133 5.480 2.726 0.01 0.06 -0.03 0.00
H -5.843 -3.064 -0.673 -0.09 -0.05 0.01 0.00
C 6.758 0.463 0.729 -0.93 -0.40 -0.88 0.00
H -3.856 4.800 -4.764 -0.02 0.04 -0.06 0.00
N 7.701 0.905 1.737 0.20 0.06 0.18 0.00
C -0.496 -2.068 2.200 0.07 0.40 1.36 0.00
H 0.397 0.631 -3.666 0.08 -0.08 0.01 0.00
O 2.385 -0.732 0.344 -0.58 -0.40 -0.19 0.11
H -0.670 -7.172 4.847 -0.06 -0.07 0.10 0.00
H -5.820 3.906 -3.575 -0.07 0.01 -0.01 0.00
C 0.283 -2.602 -6.468 0.00 -0.07 0.08 0.00
C -4.133 2.454 3.855 0.05 -0.08 0.03 0.00
O 7.241 1.354 2.763 -0.04 0.17 0.32 0.00
C -3.726 4.271 -3.832 0.08 0.02 0.01 0.00
C -0.648 -5.162 4.146 0.00 0.09 -0.15 0.00
C -4.831 3.765 -3.163 -0.12 0.04 -0.04 0.00
C -1.143 -4.244 3.218 -0.10 -0.49 -0.10 0.00
C -4.667 3.070 -1.980 0.00 0.01 -0.01 0.00
H 0.386 -2.939 -7.488 -0.01 -0.01 -0.11 0.00
C -3.369 -0.784 -0.586 0.22 0.16 -0.02 0.00
H -1.236 -0.789 -2.422 0.20 -0.13 0.02 0.00
C 4.489 0.222 -0.004 0.08 -0.07 -0.06 0.00
C -4.719 4.482 2.704 -0.05 0.10 0.11 0.00
H -3.340 -6.271 1.630 -0.11 -0.03 -0.01 0.00
C -2.586 -5.961 2.339 0.03 -0.14 -0.11 0.00
C -2.454 4.093 -3.312 0.00 0.05 -0.06 0.00
Pt 0.383 0.280 -0.032 0.18 -0.15 -0.43 1.45
N -0.414 -1.771 -0.190 0.23 -0.18 1.33 0.07
H 5.070 1.206 1.820 -0.01 0.01 0.02 0.00
C 0.174 -0.803 -4.874 0.06 -0.37 -0.06 0.00
H 0.111 -4.847 4.846 0.08 0.04 0.12 0.00
O 5.915 -1.838 -3.232 -0.22 -0.09 -0.17 0.00
O 8.881 0.790 1.493 0.33 -0.01 -0.04 0.00
H -2.476 -7.871 3.301 0.03 -0.10 -0.04 0.00
H -4.087 1.872 4.763 0.02 -0.02 0.06 0.00
C 7.224 -0.185 -0.405 0.17 0.02 0.00 0.00
C 2.999 0.349 0.172 0.73 -0.03 0.15 0.01
C 0.270 -1.250 -6.189 -0.01 0.26 0.16 0.00
C -0.709 -2.859 3.272 0.15 0.92 -0.62 0.02
C -4.260 3.945 1.511 0.01 0.01 -0.09 0.00
C -5.352 -2.112 -0.535 0.05 -0.02 -0.05 0.00
C 6.295 -0.636 -1.332 -0.50 0.60 1.04 0.00
H -5.525 2.667 -1.462 -0.12 -0.06 0.00 0.00
C -3.737 2.661 1.494 0.05 -0.20 -0.61 0.00
H -2.307 -0.670 -0.734 -0.08 -0.11 -0.02 0.00
C -2.111 -4.664 2.302 0.10 0.09 0.11 0.00
H -1.593 4.487 -3.831 0.05 0.01 -0.05 0.00
H 8.283 -0.338 -0.556 -0.05 -0.01 -0.01 0.00
C -2.283 3.392 -2.131 0.08 -0.06 0.13 0.00
O -1.647 1.527 0.142 0.73 -0.12 -0.10 0.04
C -1.099 -6.466 4.152 0.03 -0.05 0.04 0.00
H -3.416 -2.862 -1.084 0.08 -0.07 -0.03 0.00
C -3.991 -2.004 -0.766 -0.07 -0.08 0.03 0.00
C -4.648 3.742 3.873 -0.01 0.04 -0.01 0.00
C -3.389 2.875 -1.469 0.03 -0.23 0.46 0.00
H 0.339 -0.515 -6.974 0.08 0.11 -0.11 0.00
C -0.311 -2.521 0.858 -0.11 -0.10 -1.47 0.03
O 0.214 0.520 -4.628 -0.11 0.24 -0.02 0.00
H 0.206 -4.584 -5.651 0.00 -0.10 -0.06 0.00
C 0.037 -3.092 -4.134 0.03 0.10 -0.12 0.00
N -0.180 -2.240 -1.422 -0.11 -0.70 -0.74 -0.01
H -0.039 -3.572 0.762 -0.11 -0.02 -0.12 0.00
O 0.692 -0.182 -2.153 0.36 0.74 0.57 0.12
```
Forces are in eV/Å.

Output
HOMO energy (alpha / beta)	-0.291 / -0.293	Eh
LUMO level (alpha / beta)	-0.79 / -0.97	eV
charge	0
orbital gap (alpha / beta)	7.128 / 7.012	eV
multiplicity	3

---

The following is a quantum chemistry calculation of a molecular structure, C41H32BrN4O9PPt, from OMol25.

```
89
Properties=species:S:1:pos:R:3:forces:R:3:lowdin_spin:R:1
C 4.290 -3.072 2.383 0.00 -0.10 -0.12 0.00
H 3.426 3.294 4.795 0.00 0.01 -0.05 0.00
H -1.123 0.484 7.497 0.00 0.00 -0.01 0.00
H -1.871 1.048 3.930 0.03 0.00 -0.02 0.00
C 2.060 4.914 4.481 0.02 -0.02 -0.05 0.00
O 0.199 1.509 -1.565 0.11 -0.23 -0.39 -0.01
H -0.946 4.670 2.933 0.00 0.00 0.00 0.00
O 1.285 -0.802 -0.590 -0.05 -0.05 -0.04 0.22
C 5.204 -1.833 0.540 0.05 -0.06 0.04 0.00
C -5.447 2.264 4.708 0.00 0.01 0.00 0.00
H 4.420 -3.631 3.300 0.00 0.02 0.01 0.00
C 0.836 5.304 3.960 -0.03 0.03 -0.01 0.00
C 0.212 0.692 5.831 -0.06 0.03 -0.01 0.00
H 4.013 4.922 1.918 0.01 0.00 0.00 0.00
N 2.113 6.588 1.037 -0.24 -0.16 0.35 0.00
H 1.375 -2.804 -0.754 0.02 0.00 -0.04 0.02
C 3.439 3.140 0.860 0.11 -0.03 0.04 0.00
C 1.544 3.265 -0.574 -0.02 0.10 0.04 0.00
Br -1.978 1.723 0.493 0.02 0.07 0.11 0.17
C -3.961 0.734 3.583 0.00 -0.04 0.05 0.01
O 1.970 0.360 2.281 -0.12 0.13 0.05 0.00
H 2.930 -0.706 -1.317 -0.04 -0.02 0.00 0.00
O 2.890 7.047 1.850 0.10 0.04 -0.12 0.00
C 0.579 -1.295 4.525 0.00 0.03 0.13 0.00
H 2.690 1.461 -0.224 0.01 0.02 0.00 0.00
C -2.873 1.397 4.146 0.02 -0.01 0.04 0.00
H 6.384 -2.690 2.099 -0.01 -0.03 -0.04 0.00
C 3.897 0.941 5.773 0.00 -0.04 0.02 0.00
C 1.445 -2.041 0.034 -0.03 0.03 0.07 0.03
H -0.450 -3.057 5.191 -0.01 0.01 0.01 0.00
C 3.928 -1.646 0.016 -0.01 0.08 -0.05 0.00
H 2.719 5.648 4.925 0.01 0.01 -0.01 0.00
H 4.268 -0.471 2.713 0.00 0.12 0.10 0.00
H 0.539 6.345 4.003 0.00 0.00 0.00 0.00
N 4.575 2.377 1.406 -0.15 -0.16 0.04 0.00
C -0.641 -0.016 6.668 0.00 -0.01 -0.02 0.00
H -6.452 2.601 4.924 0.00 0.00 0.00 0.00
H -1.548 -1.913 7.083 0.00 0.00 -0.01 0.00
O 5.117 2.815 2.403 0.03 0.02 -0.01 0.00
C 3.324 4.463 1.226 -0.06 0.01 0.01 0.00
C -3.068 2.486 4.976 0.00 -0.02 -0.01 0.00
C 3.599 0.567 4.463 0.04 -0.07 0.00 0.00
H -4.511 3.779 5.903 0.00 -0.01 0.00 0.00
C 5.384 -2.546 1.709 -0.01 -0.14 -0.14 0.00
C 1.412 4.612 -0.252 0.02 -0.05 -0.05 0.00
H 0.646 5.208 -0.725 -0.01 0.01 0.01 0.00
N 0.317 -2.274 0.930 0.13 0.07 0.01 0.26
H -4.647 -0.783 2.156 -0.01 0.01 0.03 0.01
H -6.100 0.668 3.430 0.00 0.00 0.01 0.00
H -0.260 2.315 2.827 -0.02 -0.04 -0.02 0.00
H 0.411 -2.955 1.669 0.00 -0.04 -0.01 0.01
C -2.622 -0.947 2.369 0.00 0.05 -0.12 0.18
O 4.892 1.358 0.831 0.01 0.06 0.02 0.00
H 5.353 0.892 7.342 0.00 0.00 0.00 0.00
C 2.814 -2.160 0.688 0.02 -0.09 0.05 0.02
H 6.990 -0.405 6.019 0.00 0.01 0.00 0.00
C 2.557 2.511 -0.002 0.01 -0.02 -0.03 0.00
H 3.179 1.499 6.364 -0.01 -0.02 0.00 0.00
C 0.001 4.368 3.361 0.00 0.03 0.03 0.00
P 2.015 0.887 3.677 -0.03 -0.11 0.00 0.00
O 3.847 -0.983 -1.163 0.12 -0.03 0.01 0.00
C -0.882 -1.362 6.431 0.00 0.01 0.01 0.00
C 0.387 3.039 3.308 0.05 -0.02 -0.05 0.00
H -2.213 3.000 5.397 0.00 -0.01 0.00 0.00
N -0.549 -1.271 1.165 -0.09 -0.11 0.02 0.42
C 1.612 2.635 3.842 0.09 0.13 -0.16 0.00
C -1.506 -1.591 2.114 0.10 -0.02 0.03 0.00
C 2.284 5.171 0.657 0.06 0.10 0.00 0.00
C 0.649 2.730 -1.663 -0.11 0.07 0.12 0.00
C -4.357 2.923 5.258 -0.01 0.00 -0.01 0.00
C -5.250 1.175 3.870 0.01 0.02 -0.02 0.00
Pt -0.205 0.279 -0.075 -0.16 0.11 0.06 0.63
C 6.036 -0.138 5.584 0.00 0.01 0.00 0.00
H 0.389 1.747 6.009 0.00 -0.02 0.01 0.00
C 4.512 -0.180 3.727 0.03 0.17 -0.04 0.00
C -3.766 -0.407 2.672 -0.05 0.05 -0.05 0.03
C -0.268 -2.003 5.363 0.03 -0.01 -0.01 0.00
O 0.415 3.436 -2.616 0.01 -0.01 0.05 0.00
C 0.818 0.058 4.750 0.02 -0.01 0.07 0.00
O 1.168 7.184 0.568 0.05 0.04 -0.11 0.00
H 2.190 -3.315 2.400 -0.02 0.02 0.00 0.00
H -1.285 -2.483 2.698 0.02 0.02 -0.01 0.00
H 1.077 -1.775 3.690 0.01 0.00 0.00 0.00
H 6.038 -1.403 0.003 -0.01 0.00 0.01 0.00
C 5.117 0.595 6.329 0.00 0.01 0.01 0.00
H 6.448 -1.095 3.708 -0.02 0.05 0.06 0.00
C 2.458 3.584 4.410 -0.02 -0.03 0.10 0.00
C 3.022 -2.874 1.864 0.00 -0.06 0.00 0.00
C 5.733 -0.528 4.290 0.02 0.06 0.04 0.00
```
Forces are in eV/Å.

Output
HOMO energy (alpha / beta)	-0.317 / -0.322	Eh
LUMO level (alpha / beta)	-0.54 / -2.99	eV
charge	0
orbital gap (alpha / beta)	8.083 / 5.769	eV
multiplicity	3

---

no.,M (Da),largest force on an atom (eV/A)
1,1030.7,1.48
2,1030.7,0.47